<i>
C28H35F21O14 | ωB97M-V/def2-TZVPD

```
98
C28H35F21O14 ωB97M-V/def2-TZVPD
C -11.687 20.560 11.903
C -11.620 19.070 11.610
O -10.231 18.705 11.684
C -9.947 17.449 11.409
O -10.724 16.585 11.138
C -8.427 17.204 11.474
F -8.000 16.878 10.237
F -7.735 18.258 11.893
F -8.168 16.179 12.287
H -11.249 21.082 11.047
H -11.223 20.842 12.843
H -12.723 20.899 11.923
H -12.040 18.835 10.637
H -12.168 18.558 12.403
C -4.805 26.353 12.932
C -5.379 26.786 14.261
O -6.730 26.355 14.349
C -7.329 26.507 15.517
O -6.824 26.933 16.512
C -8.801 26.063 15.438
F -9.061 25.207 16.442
F -9.593 27.134 15.582
F -9.099 25.462 14.286
H -4.693 25.274 12.850
H -3.871 26.889 12.781
H -5.485 26.634 12.122
H -5.291 27.867 14.397
H -4.799 26.372 15.092
C -15.800 22.423 5.767
C -16.884 23.462 5.626
O -16.336 24.790 5.708
C -15.859 25.335 4.616
O -15.737 24.829 3.541
C -15.383 26.784 4.880
F -14.263 27.039 4.208
F -16.325 27.634 4.440
F -15.161 27.041 6.172
H -15.229 22.484 6.690
H -15.080 22.530 4.949
H -16.193 21.415 5.622
H -17.590 23.390 6.450
H -17.388 23.351 4.667
C -17.250 18.107 14.551
C -16.425 19.299 14.964
O -16.488 20.360 13.996
C -15.708 20.226 12.935
O -14.903 19.365 12.744
C -16.018 21.336 11.912
F -14.886 21.809 11.385
F -16.752 20.798 10.925
F -16.694 22.354 12.429
H -18.319 18.307 14.540
H -17.062 17.299 15.263
H -16.942 17.702 13.587
H -15.383 19.015 15.109
H -16.773 19.691 15.917
C -15.771 24.745 9.270
C -14.743 25.790 9.635
O -13.552 25.127 10.084
C -12.546 25.870 10.468
O -12.458 27.058 10.348
C -11.441 25.030 11.140
F -11.837 23.768 11.347
F -10.356 24.989 10.365
F -11.131 25.570 12.313
H -16.100 24.158 10.122
H -15.396 24.087 8.483
H -16.617 25.268 8.820
H -15.119 26.402 10.461
H -14.532 26.473 8.810
C -23.871 26.408 6.693
C -22.942 27.527 7.106
O -21.558 27.188 6.961
C -21.016 26.529 7.965
O -21.567 26.174 8.965
C -19.515 26.260 7.735
F -18.786 26.943 8.618
F -19.295 24.949 7.887
F -19.120 26.608 6.509
H -23.688 25.517 7.286
H -23.815 26.187 5.626
H -24.893 26.773 6.824
H -23.161 27.852 8.123
H -23.098 28.401 6.472
C -10.713 27.526 7.265
C -11.825 26.599 6.831
O -11.634 25.353 7.550
C -12.309 24.318 7.088
O -13.191 24.341 6.283
C -11.874 22.994 7.761
F -12.696 22.692 8.760
F -11.949 22.004 6.850
F -10.625 23.041 8.215
H -10.839 27.787 8.320
H -10.753 28.460 6.709
H -9.754 27.019 7.177
H -11.775 26.435 5.755
H -12.816 26.967 7.086
```

Results
SMILES: CCOC(=O)C(F)(F)F.CCOC(=O)C(F)(F)F.CCOC(=O)C(F)(F)F.CCOC(=O)C(F)(F)F.CCOC(=O)C(F)(F)F.CCOC(=O)C(F)(F)F.CCOC(=O)C(F)(F)F
HOMO energy: -0.4061 hartree
Charge: 0


<ii>
C28H35F21O14 | ωB97M-V/def2-TZVPD

```
98
C28H35F21O14 ωB97M-V/def2-TZVPD
C 3.276 2.358 2.891
C 4.380 3.081 2.106
O 5.576 2.410 2.234
C 6.408 2.577 3.343
O 6.205 3.392 4.293
C 7.631 1.703 3.353
F 7.547 0.885 4.410
F 7.775 1.144 2.169
F 8.689 2.472 3.561
H 3.409 2.509 3.962
H 3.290 1.282 2.716
H 2.281 2.675 2.578
H 4.512 4.120 2.410
H 4.116 3.020 1.051
C -0.475 -0.260 -0.448
C 0.401 -1.536 -0.571
O 0.736 -1.986 0.768
C 1.964 -1.645 1.323
O 2.832 -0.846 0.985
C 2.068 -2.287 2.719
F 3.259 -2.949 2.785
F 1.972 -1.366 3.700
F 1.105 -3.184 2.912
H -1.444 -0.592 -0.075
H -0.523 0.212 -1.429
H -0.056 0.376 0.333
H 1.260 -1.293 -1.197
H -0.244 -2.288 -1.025
C -4.465 -4.928 -1.346
C -3.852 -3.544 -1.042
O -3.661 -3.377 0.329
C -2.773 -4.074 1.060
O -1.918 -4.859 0.555
C -3.043 -3.917 2.619
F -3.953 -2.980 2.829
F -3.527 -5.045 3.215
F -2.020 -3.584 3.332
H -4.954 -5.081 -2.309
H -5.292 -5.130 -0.665
H -3.803 -5.781 -1.202
H -4.583 -2.824 -1.409
H -2.888 -3.399 -1.531
C -4.385 -0.159 0.680
C -4.546 1.367 0.223
O -3.234 1.812 0.029
C -3.078 2.996 -0.635
O -4.007 3.637 -1.155
C -1.620 3.480 -0.695
F -1.652 4.835 -0.893
F -0.987 3.209 0.410
F -1.072 2.691 -1.664
H -5.423 -0.454 0.830
H -3.918 -0.097 1.663
H -3.756 -0.703 -0.025
H -5.237 1.984 0.798
H -5.024 1.329 -0.756
C 2.209 -0.491 -4.498
C 3.143 -0.774 -5.718
O 2.549 -0.681 -7.023
C 2.396 0.621 -7.631
O 2.704 1.659 -7.027
C 1.724 0.599 -9.010
F 1.672 -0.649 -9.521
F 0.483 1.150 -8.903
F 2.321 1.331 -9.907
H 1.166 -0.784 -4.619
H 2.172 0.599 -4.491
H 2.570 -0.758 -3.505
H 3.543 -1.760 -5.481
H 3.947 -0.041 -5.645
C -6.402 -0.219 -3.857
C -5.197 0.671 -4.226
O -4.023 -0.119 -4.624
C -3.320 -0.817 -3.712
O -3.362 -0.766 -2.483
C -2.215 -1.744 -4.259
F -2.171 -1.704 -5.609
F -1.070 -1.358 -3.820
F -2.403 -3.008 -3.955
H -6.541 -1.032 -4.569
H -7.304 0.359 -4.056
H -6.394 -0.627 -2.846
H -4.926 1.113 -3.267
H -5.364 1.448 -4.972
C 0.783 3.040 7.300
C 2.344 3.028 7.146
O 2.758 1.744 6.710
C 4.034 1.462 6.401
O 4.924 2.350 6.415
C 4.315 0.008 6.011
F 5.170 -0.517 6.903
F 3.288 -0.816 6.020
F 4.923 0.021 4.855
H 0.332 3.969 7.649
H 0.400 2.237 7.930
H 0.302 2.825 6.346
H 2.768 3.294 8.114
H 2.470 3.747 6.336
```

Results
SMILES: CCOC(=O)C(F)(F)F.CCOC(=O)C(F)(F)F.CCOC(=O)C(F)(F)F.CCOC(=O)C(F)(F)F.CCOC(=O)C(F)(F)F.CCOC(=O)C(F)(F)F.CCOC(=O)C(F)(F)F
HOMO energy: -0.3963 hartree
Charge: 0


Which one sits at the bottom of the stability order? <ii> does.


<i>
C19H29N3O5S | ωB97M-V/def2-TZVPD

```
57
C19H29N3O5S ωB97M-V/def2-TZVPD
C 7.523 0.293 0.758
O 6.798 -0.909 0.857
C 5.540 -0.951 0.330
C 4.853 -2.152 0.474
C 3.570 -2.292 -0.016
C 2.940 -1.236 -0.664
O 1.666 -1.291 -1.167
C 0.863 -2.409 -0.869
C 3.629 -0.027 -0.827
C 2.985 1.130 -1.553
N 1.657 1.428 -1.066
C 1.407 2.408 -0.180
O 2.230 3.232 0.165
C -0.035 2.428 0.332
C -1.038 2.604 -0.813
C -2.461 2.610 -0.256
N -2.744 1.403 0.497
S -3.067 0.057 -0.426
O -3.889 0.477 -1.521
O -1.897 -0.713 -0.746
N -3.918 -0.808 0.728
C -4.109 -2.208 0.374
C -5.429 -2.228 -0.395
C -6.273 -1.223 0.391
C -5.239 -0.238 0.972
C -1.812 1.166 1.582
C -0.357 1.148 1.113
C 4.914 0.103 -0.326
H 7.709 0.566 -0.286
H 7.009 1.116 1.263
H 8.474 0.104 1.254
H 5.341 -2.971 0.977
H 3.067 -3.238 0.107
H 0.872 -2.632 0.203
H 1.183 -3.292 -1.429
H -0.149 -2.126 -1.162
H 2.913 0.894 -2.621
H 3.585 2.033 -1.421
H 0.975 0.700 -1.219
H -0.115 3.288 1.007
H -0.955 1.778 -1.521
H -0.843 3.538 -1.342
H -2.611 3.462 0.415
H -3.193 2.654 -1.063
H -4.181 -2.788 1.299
H -3.251 -2.545 -0.203
H -5.257 -1.863 -1.408
H -5.878 -3.218 -0.436
H -6.806 -1.726 1.199
H -6.998 -0.715 -0.241
H -5.367 -0.102 2.049
H -5.278 0.737 0.488
H -1.966 1.957 2.323
H -2.089 0.206 2.021
H -0.220 0.273 0.477
H 0.305 1.059 1.976
H 5.414 1.050 -0.455
```

Results
SMILES: COc1ccc(OC)c(CNC(=O)C2CCN(S(=O)(=O)N3CCCC3)CC2)c1
HOMO energy: -0.2901 hartree
Charge: 0


<ii>
C19H29N3O5S | ωB97M-V/def2-TZVPD

```
57
C19H29N3O5S ωB97M-V/def2-TZVPD
C -2.981 -4.371 0.069
C -3.168 -3.172 -0.844
O -3.703 -2.092 -0.069
C -3.167 -0.895 -0.193
O -2.349 -0.596 -1.039
C -3.723 0.067 0.832
C -3.934 1.485 0.277
N -2.745 2.030 -0.339
C -1.814 2.650 0.463
O -2.061 2.987 1.608
N -0.606 2.923 -0.118
C 0.427 3.563 0.668
C 1.657 2.663 0.751
C 2.148 2.304 -0.650
C 1.030 1.723 -1.524
C 0.687 0.263 -1.203
N 0.253 0.041 0.165
S -0.034 -1.538 0.601
O -0.007 -2.418 -0.531
O -1.186 -1.567 1.462
C 1.405 -1.912 1.661
C 2.656 -1.563 0.942
C 3.036 -2.292 -0.182
C 4.174 -1.946 -0.887
C 4.951 -0.874 -0.476
C 4.584 -0.150 0.645
C 3.441 -0.491 1.348
C -0.194 2.653 -1.473
H -2.571 -5.201 -0.499
H -3.930 -4.666 0.508
H -2.289 -4.104 0.863
H -3.881 -3.387 -1.648
H -2.210 -2.861 -1.271
H -4.655 -0.336 1.227
H -2.993 0.098 1.645
H -4.217 2.153 1.093
H -4.725 1.477 -0.478
H -2.395 1.419 -1.066
H 0.012 3.759 1.658
H 0.693 4.520 0.198
H 1.399 1.751 1.287
H 2.448 3.179 1.298
H 2.970 1.590 -0.587
H 2.524 3.210 -1.135
H 1.382 1.711 -2.563
H 1.575 -0.357 -1.344
H -0.083 -0.089 -1.901
H -0.551 0.601 0.407
H 1.322 -2.975 1.874
H 1.256 -1.331 2.565
H 2.421 -3.116 -0.507
H 4.458 -2.514 -1.761
H 5.841 -0.607 -1.026
H 5.188 0.682 0.974
H 3.159 0.077 2.223
H -1.009 2.231 -2.059
H 0.084 3.610 -1.938
```

Results
SMILES: CCOC(=O)CCNC(=O)N1CCC[C@@H](CNS(=O)(=O)Cc2ccccc2)C1
HOMO energy: -0.3261 hartree
Charge: 0


Which one sits at the bottom of the stability order? <i> does.


<i>
C6H18N2O | ωB97M-V/def2-TZVPD

```
27
C6H18N2O ωB97M-V/def2-TZVPD
C 2.048 0.829 1.818
N 0.869 1.598 1.467
C -0.144 0.902 0.676
C 0.333 0.038 -0.491
C 0.024 0.653 -1.876
N -0.080 -1.380 -0.301
C 0.777 -2.256 -1.057
C -1.492 -1.522 -0.702
H 2.731 1.499 2.352
H 2.725 0.513 1.014
H 1.808 0.053 2.541
H 1.189 2.465 1.043
H -0.657 0.275 1.413
H -0.881 1.609 0.339
H 1.414 0.004 -0.481
H 0.174 -0.122 -2.639
H -0.984 1.056 -1.923
H 0.826 1.337 -2.150
H 1.817 -1.940 -1.060
H 0.723 -3.270 -0.649
H 0.500 -2.343 -2.122
H -2.004 -0.798 -0.080
H -1.813 -2.541 -0.485
H -1.623 -1.332 -1.771
O -3.156 1.559 1.615
H -2.553 2.307 1.758
H -2.569 0.807 1.752
```

Results
SMILES: CNC[C@H](C)N(C)C.O
HOMO energy: -0.3155 hartree
Charge: 0


<ii>
C6H18N2O | ωB97M-V/def2-TZVPD

```
27
C6H18N2O ωB97M-V/def2-TZVPD
C 1.270 1.895 -1.494
C 0.988 1.119 -0.216
N 1.901 -0.057 -0.016
C 2.379 -0.312 1.405
N 3.124 0.736 1.989
H 0.342 1.977 -2.058
H 1.651 2.898 -1.300
H 1.987 1.382 -2.140
H 0.994 1.760 0.663
H 0.007 0.611 -0.297
H 2.690 -0.026 -0.659
H 1.324 -0.860 -0.311
H 1.478 -0.518 1.978
H 2.984 -1.216 1.357
H 3.994 0.956 1.529
H 2.599 1.574 2.187
C -2.995 -1.988 -1.084
C -2.052 -1.097 -0.261
C -2.906 -0.196 0.651
O -1.234 -0.361 -1.070
H -3.611 -1.354 -1.727
H -2.411 -2.658 -1.718
H -3.654 -2.596 -0.455
H -1.505 -1.791 0.429
H -3.521 0.459 0.029
H -2.259 0.430 1.273
H -3.563 -0.768 1.315
```

Results
HOMO energy: -0.2352 hartree
Charge: 0


Which one sits at the bottom of the stability order? <ii> does.